Record 1
The following is a DFT calculation (wB97M-V/def2-TZVPD) of a molecular structure, C2H2Br2Si in a non-equilibrium geometry.

Structure (XYZ):
```
7
Properties=species:S:1:pos:R:3:forces:R:3
Br 0.2924 -1.3725 3.7166 0.5 0.5 -1.0
Br 3.1983 1.3374 0.0383 -0.7 0.6 0.4
Si 1.2292 1.9994 1.0995 1.6 0.2 -0.4
C -0.2156 -0.1956 0.3429 -0.6 -0.4 -0.2
C 0.6514 0.2218 1.1000 -0.8 0.4 -1.1
H -1.0772 -0.6228 -0.1250 0.1 0.1 -0.3
H 0.8157 -0.5005 2.0052 0.0 -1.3 2.5
```
Positions in Å, forces in eV/Å.

As for the highest occupied orbital energy: -8.98 eV. The total energy comes out at -150065.49407 eV. Its relative energy (zero: lowest compared OMol25 entry of this formula, charge and spin) is 3.181 eV. The spin multiplicity is 1. Its net charge is 0. For the LUMO energy, the calculation gives -2.23 eV.

---

Record 2
The following is a DFT calculation (wB97M-V/def2-TZVPD) of 2 unconnected molecules or ions with the total composition C2H2Br2Si in a non-equilibrium geometry.

Structure (XYZ):
```
7
Properties=species:S:1:pos:R:3:forces:R:3
Br 1.5945 -1.8553 0.2230 0.2 0.1 -0.4
Br 2.4268 1.4764 0.3088 -0.2 -0.2 -0.5
Si 1.6083 -0.0598 -1.1907 0.1 -0.1 0.9
C -1.2361 0.6033 -0.0951 0.4 1.5 -1.7
C -1.5448 -0.4097 0.4073 -0.6 -1.4 1.7
H -1.8051 -1.0871 1.1469 -0.3 -1.2 0.5
H -1.0438 1.3322 -0.8003 0.3 1.3 -0.6
```
Positions in Å, forces in eV/Å.

As for the highest occupied orbital energy: -9.59 eV. The total energy comes out at -150067.93579 eV. Its relative energy (zero: lowest compared OMol25 entry of this formula, charge and spin) is 0.739 eV. The spin multiplicity is 1. Its net charge is 0. For the LUMO energy, the calculation gives -1.08 eV.

---

Record 3
The following is a DFT calculation (wB97M-V/def2-TZVPD) of a molecular structure, C2H2Br3N in a non-equilibrium geometry.

Structure (XYZ):
```
8
Properties=species:S:1:pos:R:3:forces:R:3
Br -0.0124 -1.6040 1.7275 0.1 -0.2 0.5
Br -1.9531 0.9806 1.2886 0.7 -1.3 -0.7
Br -1.5288 -1.4749 -1.0275 0.1 0.9 0.8
N 1.6054 0.0228 -0.4184 2.5 1.0 -2.4
C 0.5011 0.5366 -0.3248 -4.3 -2.1 2.2
C -0.7169 -0.4188 0.4661 1.0 1.9 -1.4
H -0.1165 1.3907 -0.5807 0.9 0.6 -0.8
H 2.2211 0.5669 -1.1308 -1.0 -0.9 1.8
```
Positions in Å, forces in eV/Å.

As for the highest occupied orbital energy: -10.19 eV. The total energy comes out at -213722.06369 eV. Its relative energy (zero: lowest compared OMol25 entry of this formula, charge and spin) is 0.656 eV. The spin multiplicity is 1. Its net charge is 0. For the LUMO energy, the calculation gives -0.35 eV.

---

Record 4
The following is a DFT calculation (wB97M-V/def2-TZVPD) of a molecular structure, C2H2Br3N in a non-equilibrium geometry.

Structure (XYZ):
```
8
Properties=species:S:1:pos:R:3:forces:R:3
Br -1.9904 1.8350 -0.2427 0.3 0.4 0.0
Br -0.8283 -0.8006 1.1741 -0.2 0.4 -0.5
Br -2.4440 -0.9750 -1.5051 -0.6 -0.4 -0.4
N 2.3842 -0.1197 0.8063 0.0 0.0 -0.2
C -1.2342 0.1343 -0.5257 -0.6 -1.3 0.9
C 1.9737 0.9574 0.6573 0.1 0.2 0.0
H -0.3820 0.0741 -1.1572 0.9 0.7 0.1
H 2.5210 -1.1055 0.7929 0.1 -0.1 0.1
```
Positions in Å, forces in eV/Å.

As for the highest occupied orbital energy: -10.19 eV. The total energy comes out at -213721.96461 eV. Its relative energy (zero: lowest compared OMol25 entry of this formula, charge and spin) is 0.755 eV. The spin multiplicity is 1. Its net charge is 0. For the LUMO energy, the calculation gives 0.03 eV.

---

Record 5
The following is a DFT calculation (wB97M-V/def2-TZVPD) of a molecular structure, C2H2Br3P in a non-equilibrium geometry.

Structure (XYZ):
```
8
Properties=species:S:1:pos:R:3:forces:R:3
Br 1.6329 -0.0044 -1.8686 -0.6 -0.1 0.4
Br 0.7050 2.3732 -0.0139 -0.5 -0.3 0.0
Br 1.0249 -1.9419 2.6778 0.0 0.0 0.0
P -1.5493 0.2218 -1.3830 0.2 0.7 -0.9
C -0.6166 -0.3077 0.0270 -1.4 3.7 3.4
C 0.1627 0.6755 -0.7582 0.1 0.0 -0.8
H -0.2807 -1.2300 0.2891 1.0 -2.7 0.2
H -1.0789 0.2135 1.0299 1.1 -1.2 -2.3
```
Positions in Å, forces in eV/Å.

As for the highest occupied orbital energy (alpha / beta): -9.63 / -8.75 eV. The total energy comes out at -221518.82894 eV. Its relative energy (zero: lowest compared OMol25 entry of this formula, charge and spin) is 3.969 eV. The spin multiplicity is 1. Its net charge is 0. For the LUMO energy (alpha / beta), the calculation gives -1.53 / -3.91 eV.

---

Record 6
The following is a DFT calculation (wB97M-V/def2-TZVPD) of 2 unconnected molecules or ions with the total composition C2H2Br3P in a non-equilibrium geometry.

Structure (XYZ):
```
8
Properties=species:S:1:pos:R:3:forces:R:3
Br 1.9243 -1.0600 -0.8521 0.4 0.7 -0.4
Br 1.5224 2.1234 0.5626 0.3 -0.2 -1.0
Br -1.0172 -2.7371 0.3131 0.3 0.8 -0.3
P 1.4721 1.0480 -1.4581 0.3 -0.2 1.1
C -1.0842 -0.9279 -0.1987 -1.2 -1.2 0.2
C -0.9626 0.2171 0.4112 -1.2 -0.4 -1.3
H -1.5097 1.0591 -0.0335 0.7 0.0 0.3
H -0.3451 0.2774 1.2555 0.4 0.5 1.4
```
Positions in Å, forces in eV/Å.

As for the highest occupied orbital energy (alpha / beta): -8.85 / -8.64 eV. The total energy comes out at -221519.35703 eV. Its relative energy (zero: lowest compared OMol25 entry of this formula, charge and spin) is 3.440 eV. The spin multiplicity is 1. Its net charge is 0. For the LUMO energy (alpha / beta), the calculation gives -1.77 / -0.75 eV.

---

Record 7
The following is a DFT calculation (wB97M-V/def2-TZVPD) of a molecular structure, C2H2Br6 in a non-equilibrium geometry.

Structure (XYZ):
```
10
Properties=species:S:1:pos:R:3:forces:R:3
Br -0.7439 -0.3522 -3.8822 0.5 -0.7 1.1
Br 1.3685 2.5712 1.6172 -0.6 -0.4 0.7
Br -1.4994 2.3157 3.2616 0.9 -0.4 -0.6
Br -0.3557 -0.0782 1.3354 0.1 0.5 0.8
Br -1.4144 -2.7224 -1.7368 1.6 1.1 -0.5
Br 1.8111 -2.0741 -2.8056 -1.5 0.2 0.5
C 0.1275 1.3830 2.5677 -0.7 0.4 -0.4
C 0.0068 -1.3740 -2.3337 -0.6 -0.3 -0.8
H 0.5644 0.9989 3.4895 0.2 -0.1 -0.6
H 0.1349 -0.6680 -1.5132 -0.1 -0.3 -0.2
```
Positions in Å, forces in eV/Å.

As for the highest occupied orbital energy: -10.42 eV. The total energy comes out at -422360.12479 eV. Its relative energy (zero: lowest compared OMol25 entry of this formula, charge and spin) is 0.493 eV. The spin multiplicity is 1. Its net charge is 0. For the LUMO energy, the calculation gives -0.68 eV.

---

Record 8
The following is a DFT calculation (wB97M-V/def2-TZVPD) of 2 unconnected molecules or ions with the total composition C2H2BrCl in a non-equilibrium geometry.

Structure (XYZ):
```
6
Properties=species:S:1:pos:R:3:forces:R:3
Br -0.1077 1.9001 -1.2302 -0.2 -0.4 0.2
Cl 1.8069 1.1015 1.4270 -2.1 -0.9 -1.6
C -0.5421 -0.7745 0.0111 -0.4 -0.1 -2.4
C -0.0726 0.4170 -0.1807 1.5 1.6 0.7
H -1.1454 -1.3997 -0.7292 0.5 1.3 1.2
H 0.0609 -1.2444 0.7020 0.7 -1.5 1.9
```
Positions in Å, forces in eV/Å.

As for the highest occupied orbital energy (alpha / beta): -10.06 / -10.06 eV. The total energy comes out at -84667.76322 eV. Its relative energy (zero: lowest compared OMol25 entry of this formula, charge and spin) is 2.519 eV. The spin multiplicity is 1. Its net charge is 0. For the LUMO energy (alpha / beta), the calculation gives -1.92 / -1.92 eV.

---

Record 9
The following is a DFT calculation (wB97M-V/def2-TZVPD) of 2 unconnected molecules or ions with the total composition C2H2BrCl2F in a non-equilibrium geometry.

Structure (XYZ):
```
8
Properties=species:S:1:pos:R:3:forces:R:3
Br -2.0333 0.8631 -0.0911 -0.7 -0.1 0.1
Cl 0.8761 2.1137 -0.3610 0.5 0.0 0.2
Cl 1.2511 -0.3757 -1.8519 -0.1 0.0 -1.2
F -0.8569 -0.7405 1.8156 -0.4 0.5 0.3
C 1.2445 0.4814 -0.4082 0.3 -2.0 1.4
C -1.1771 -0.6155 0.5250 1.1 -0.2 0.3
H 1.6425 -0.2187 0.3847 -0.5 2.0 -0.4
H -0.9469 -1.5077 -0.0131 -0.3 -0.1 -0.7
```
Positions in Å, forces in eV/Å.

As for the highest occupied orbital energy (alpha / beta): -8.03 / -8.12 eV. The total energy comes out at -99907.17959 eV. Its relative energy (zero: lowest compared OMol25 entry of this formula, charge and spin) is 4.159 eV. The spin multiplicity is 1. Its net charge is 0. For the LUMO energy (alpha / beta), the calculation gives -0.08 / 0.39 eV.

---

Record 10
The following is a DFT calculation (wB97M-V/def2-TZVPD) of 2 unconnected molecules or ions with the total composition C2H2BrClINOS in a non-equilibrium geometry.

Structure (XYZ):
```
10
Properties=species:S:1:pos:R:3:forces:R:3
I -2.9707 1.3204 -0.3076 0.4 0.1 0.0
Br 1.4245 1.5716 1.0877 0.0 0.6 0.4
Cl -0.8299 -2.4719 1.2624 0.9 1.5 -0.3
S 0.0514 -1.6254 -1.7083 0.7 1.4 1.5
O 1.6857 0.9788 -1.5372 -0.8 -0.6 0.5
N 0.0771 -1.0578 0.8959 0.5 0.7 -0.6
C 1.1588 0.5515 -0.5646 2.2 2.1 -0.4
C 0.4619 -0.6760 -0.3491 -3.0 -5.0 -2.0
H -1.4118 1.7714 -0.3644 -0.4 0.0 0.0
H 0.3532 -0.3626 1.5853 -0.6 -0.7 0.9
```
Positions in Å, forces in eV/Å.

As for the highest occupied orbital energy: -9.23 eV. The total energy comes out at -107142.72958 eV. As for the SMILES: O=C(Br)C(=S)NCl.I. Its relative energy (zero: lowest compared OMol25 entry of this formula, charge and spin) is 0.196 eV. The spin multiplicity is 1. Its net charge is 0. For the LUMO energy, the calculation gives -1.82 eV.

---

> net charge of number 10 (C2H2BrClINOS)?

0